No. 1
ORCA calculation (ωB97M-V/def2-TZVPD) on 8 unconnected molecules or ions with the total composition C39H82O22P at a distorted geometry.

ORCA input file:
```
! RIJCOSX wB97M-V def2-TZVPD def2/J DEFGRID3
* xyz 1 1
C 5.372 2.928 0.994
C 4.388 2.181 0.033
C 4.652 2.418 -1.493
C 5.179 3.858 -1.842
C 4.042 4.951 -1.817
C 4.145 5.951 -0.598
C 2.880 5.806 0.339
C 2.008 7.113 0.379
C 0.977 7.071 1.557
C -0.426 6.497 1.177
C -1.125 7.267 0.002
C -2.647 6.905 -0.134
C -3.207 7.172 -1.569
C -2.837 6.089 -2.643
C -2.696 4.625 -2.108
C -4.080 3.865 -1.956
P -5.079 4.432 -0.501
C -4.501 3.706 1.132
C -4.644 2.116 1.140
O -5.584 1.721 2.140
H 5.294 2.443 1.996
H 5.071 3.993 1.101
H 6.429 2.809 0.683
H 4.527 1.090 0.227
H 3.341 2.433 0.312
H 3.677 2.326 -2.035
H 5.314 1.639 -1.938
H 5.520 3.796 -2.905
H 6.075 4.149 -1.258
H 3.042 4.465 -1.892
H 4.159 5.549 -2.752
H 4.097 6.974 -1.038
H 5.101 5.881 -0.048
H 2.203 4.985 0.002
H 3.247 5.533 1.353
H 2.722 7.948 0.586
H 1.561 7.338 -0.612
H 0.910 8.069 2.048
H 1.395 6.390 2.333
H -1.089 6.647 2.067
H -0.406 5.397 0.989
H -0.590 7.113 -0.957
H -1.088 8.344 0.287
H -3.188 7.607 0.548
H -2.871 5.886 0.262
H -4.296 7.392 -1.505
H -2.739 8.126 -1.911
H -1.926 6.322 -3.229
H -3.677 6.073 -3.381
H -2.065 4.528 -1.198
H -2.155 4.052 -2.898
H -3.855 2.782 -1.863
H -4.639 4.024 -2.900
H -6.400 3.916 -0.678
H -5.214 5.846 -0.445
H -5.218 4.073 1.898
H -3.459 4.026 1.332
H -3.665 1.683 1.428
H -4.944 1.727 0.147
H -5.317 2.174 2.948
C -6.894 0.419 -2.244
O -6.129 0.970 -3.316
C -6.286 0.332 -4.484
O -6.987 -0.618 -4.673
O -5.523 0.942 -5.391
C -5.592 0.361 -6.697
H -6.686 1.015 -1.356
H -7.961 0.477 -2.459
H -6.600 -0.612 -2.046
H -6.607 0.417 -7.089
H -5.245 -0.671 -6.677
H -4.936 0.938 -7.344
C 3.337 -4.117 -0.572
O 2.929 -2.752 -0.438
C 2.365 -2.246 -1.532
O 2.189 -2.827 -2.566
O 2.035 -0.976 -1.281
C 1.419 -0.310 -2.380
H 3.779 -4.419 0.375
H 2.479 -4.757 -0.776
H 4.086 -4.221 -1.357
H 0.485 -0.802 -2.653
H 2.095 -0.269 -3.234
H 1.197 0.708 -2.065
C -7.429 0.323 3.461
O -8.184 0.458 4.665
C -7.954 -0.506 5.562
O -7.194 -1.427 5.423
O -8.715 -0.262 6.630
C -8.572 -1.222 7.677
H -7.695 1.150 2.813
H -6.367 0.366 3.671
H -7.680 -0.610 2.954
H -7.548 -1.233 8.052
H -8.865 -2.213 7.332
H -9.234 -0.930 8.489
C 4.084 -9.537 -3.799
O 4.080 -8.160 -3.419
C 3.728 -7.321 -4.398
O 3.430 -7.630 -5.518
O 3.768 -6.082 -3.908
C 3.413 -5.066 -4.849
H 4.383 -10.113 -2.925
H 3.087 -9.855 -4.102
H 4.803 -9.714 -4.598
H 2.387 -5.202 -5.193
H 4.104 -5.060 -5.691
H 3.481 -4.108 -4.339
C 6.271 -1.787 -2.876
O 7.064 -1.223 -3.919
C 6.950 -1.855 -5.090
O 6.261 -2.813 -5.306
O 7.733 -1.235 -5.972
C 7.708 -1.812 -7.278
H 6.443 -1.195 -1.979
H 5.210 -1.739 -3.128
H 6.570 -2.816 -2.678
H 6.705 -1.764 -7.701
H 8.065 -2.841 -7.251
H 8.379 -1.227 -7.904
C 6.436 -8.130 -0.780
O 6.344 -8.152 0.645
C 5.688 -9.208 1.127
O 5.197 -10.091 0.478
O 5.673 -9.112 2.458
C 4.997 -10.186 3.111
H 6.986 -7.234 -1.061
H 6.982 -9.001 -1.144
H 5.444 -8.083 -1.229
H 5.486 -11.135 2.897
H 3.949 -10.219 2.813
H 5.049 -10.000 4.182
C -4.110 -2.693 8.279
O -4.861 -2.566 9.484
C -4.630 -3.532 10.378
O -3.871 -4.450 10.241
O -5.391 -3.293 11.447
C -5.244 -4.256 12.491
H -4.379 -1.860 7.632
H -3.041 -2.643 8.484
H -4.360 -3.621 7.766
H -4.220 -4.267 12.864
H -5.536 -5.247 12.145
H -5.906 -3.960 13.302
*
```

**LUMO energy**: -2.693 eV
**Largest force on an atom**: 0.0375 Eh/bohr
**Frontier orbital gap**: 0.333 Ha

No. 2
ORCA calculation (ωB97M-V/def2-TZVPD) on 2 unconnected molecules or ions with the total composition C20H33B2F3N5O4 at a distorted geometry.

ORCA input file:
```
! RIJCOSX wB97M-V def2-TZVPD def2/J DEFGRID3
* xyz -1 1
C -1.413 1.302 -4.995
C -0.084 0.992 -4.274
C 0.783 2.245 -4.002
N 0.246 -0.184 -3.981
B 0.040 -0.654 -2.522
C 1.363 -1.269 -1.750
C 2.678 -0.481 -2.009
C 3.402 0.006 -0.766
C 2.835 0.099 0.486
C 3.584 0.600 1.527
C 4.872 1.017 1.370
C 5.467 0.910 0.127
C 4.717 0.413 -0.907
O -0.833 0.251 -1.724
C -1.676 -0.404 -0.853
N -0.889 -0.476 0.376
N -3.045 0.117 -0.800
C -3.384 1.015 0.033
C -3.638 2.432 -0.474
C -3.630 0.813 1.521
C -1.777 -1.844 -1.564
B -1.530 -3.119 -0.591
N -0.435 -4.077 -0.821
O -2.336 -3.361 0.515
C -3.110 -2.183 -2.284
F -2.928 -3.352 -2.959
F -4.168 -2.416 -1.466
F -3.473 -1.305 -3.225
O -0.870 -1.873 -2.618
H -1.757 2.297 -4.686
H -1.169 1.396 -6.064
H -2.148 0.526 -4.801
H 0.395 3.129 -4.520
H 0.842 2.445 -2.927
H 1.795 2.034 -4.357
H 1.182 -1.436 -0.687
H 1.497 -2.261 -2.194
H 2.409 0.427 -2.566
H 3.367 -1.023 -2.665
H 1.812 -0.214 0.645
H 3.116 0.680 2.504
H 5.431 1.434 2.203
H 6.488 1.241 -0.025
H 5.189 0.339 -1.884
H -1.382 -0.901 1.155
H -0.568 0.452 0.626
H -3.309 3.196 0.235
H -3.252 2.549 -1.483
H -4.734 2.541 -0.546
H -3.356 -0.213 1.774
H -2.929 1.447 2.079
H -4.663 1.005 1.817
H 0.286 -3.818 -0.146
H -0.728 -5.006 -0.521
H -2.805 -2.555 0.760
C 1.526 -0.848 5.202
C 0.728 0.112 4.352
O 0.627 -0.025 3.147
N 0.113 1.154 4.982
C 0.119 1.478 6.395
H 1.950 -1.613 4.558
H 2.341 -0.325 5.704
H 0.883 -1.329 5.941
H -0.400 1.753 4.356
H -0.907 1.479 6.769
H 0.542 2.475 6.535
H 0.703 0.762 6.964
*
```

**LUMO energy**: 2.071 eV
**Relative energy (zero: lowest compared OMol25 entry of this formula, charge and spin)**: 18.1 kcal per mole
**Largest force on an atom**: 0.0672 Eh/bohr
**Frontier orbital gap**: 0.196 Ha

No. 3
ORCA calculation (ωB97M-V/def2-TZVPD) on a molecular structure, C18H28N4RuS2 at a distorted geometry.

ORCA input file:
```
! RIJCOSX wB97M-V def2-TZVPD def2/J DEFGRID3
* xyz 3 6
Ru -0.081 0.136 0.027
S 0.190 -1.321 -1.674
S 0.028 2.236 1.016
C 1.289 -0.528 -2.921
C -1.359 -0.950 -2.550
C -1.799 0.493 -2.455
N -1.768 0.972 -1.041
C -2.015 2.444 -0.835
C -1.633 2.801 0.578
H -2.067 -1.667 -2.120
H -1.180 -1.255 -3.587
H -2.822 0.569 -2.844
H -1.152 1.167 -3.036
H -3.075 2.664 -1.001
H -1.445 3.004 -1.584
H -2.289 2.330 1.313
H -1.635 3.873 0.793
C 1.031 3.400 -0.021
H -2.502 0.481 -0.516
H 1.078 3.155 -1.100
H 2.046 3.373 0.409
H 0.602 4.398 0.151
H 2.269 -1.016 -2.870
H 1.391 0.544 -2.707
H 0.857 -0.713 -3.908
C -3.155 -1.463 0.821
C -2.601 -2.510 1.453
H -3.281 -1.448 -0.265
H -3.727 -0.696 1.360
H -1.978 -3.270 0.966
H -2.884 -2.748 2.493
N 1.616 -2.088 1.858
C 2.474 -1.260 1.126
C 3.873 -1.459 1.182
C 4.736 -0.556 0.560
C 4.171 0.556 -0.096
C 2.807 0.730 -0.053
N 1.967 -0.199 0.486
C 0.494 -1.658 2.545
C 0.228 -2.091 3.859
C -0.892 -1.610 4.520
C -1.724 -0.711 3.854
C -1.334 -0.197 2.624
N -0.291 -0.738 1.941
H 2.049 -2.904 2.267
H 4.204 -2.310 1.776
H 5.824 -0.665 0.592
H 4.753 1.333 -0.580
H 2.315 1.644 -0.378
H 0.992 -2.712 4.358
H -1.129 -1.891 5.556
H -2.645 -0.345 4.276
H -1.903 0.577 2.114
*
```

**LUMO energy (spin up / spin down)**: -8.824 / -12.467 eV
**Largest force on an atom**: 0.0725 Eh/bohr
**Frontier orbital gap (spin up / spin down)**: 0.299 / 0.198 Ha

No. 4
ORCA calculation (ωB97M-V/def2-TZVPD) on a molecular structure, C37H55GeN3O4SSiTi at a distorted geometry.

ORCA input file:
```
! RIJCOSX wB97M-V def2-TZVPD def2/J DEFGRID3
* xyz -1 2
Ti -0.512 0.678 0.783
C -2.862 3.399 0.444
S -2.762 1.849 1.364
O -3.951 1.810 2.172
O -2.638 0.748 0.388
O -1.487 1.926 2.114
H -2.564 3.248 -0.589
H -2.177 4.089 0.932
H -3.885 3.756 0.518
C -2.423 -0.979 3.276
Ge -1.125 -1.610 1.869
C -2.469 -2.912 1.094
C -2.407 -4.287 1.330
C -3.402 -5.147 0.883
C -4.486 -4.649 0.173
C -4.574 -3.284 -0.061
C -3.582 -2.429 0.404
C 0.005 -2.855 2.965
C 0.021 -2.748 4.342
C 0.807 -3.584 5.145
C 1.600 -4.552 4.576
C 1.643 -4.695 3.176
C 2.446 -5.676 2.550
C 2.500 -5.777 1.182
C 1.759 -4.896 0.381
C 0.960 -3.940 0.960
C 0.860 -3.819 2.365
H -2.779 -1.809 3.893
H -3.287 -0.542 2.784
H -2.001 -0.211 3.928
H -1.562 -4.688 1.878
H -3.339 -6.209 1.098
H -5.267 -5.315 -0.176
H -5.424 -2.881 -0.602
H -3.682 -1.363 0.237
H -0.607 -2.005 4.819
H 0.785 -3.471 6.223
H 2.197 -5.208 5.201
H 3.020 -6.354 3.172
H 3.123 -6.539 0.728
H 1.811 -4.974 -0.699
H 0.385 -3.256 0.341
C -1.512 -3.513 -2.418
C -1.696 -2.008 -2.353
O -0.730 -1.467 -1.470
H -2.194 -3.949 -3.149
H -1.719 -3.945 -1.439
H -0.483 -3.765 -2.692
H -2.707 -1.781 -2.017
H -1.576 -1.574 -3.360
H -1.046 -0.637 -1.047
C -1.943 1.410 -2.928
C -1.059 2.607 -2.685
C -1.094 3.683 -3.554
C -0.386 4.852 -3.307
C 0.319 4.952 -2.110
C 0.391 3.906 -1.211
C 1.086 4.070 0.114
C -0.250 2.643 -1.489
N -0.088 1.575 -0.710
H -2.799 1.686 -3.547
H -2.308 1.024 -1.977
H -1.415 0.596 -3.437
H -1.712 3.614 -4.446
H -0.422 5.682 -4.002
H 0.816 5.889 -1.870
H 1.119 5.120 0.414
H 2.113 3.694 0.085
H 0.565 3.486 0.875
C 3.595 -1.732 -2.389
C 2.378 -1.385 -1.490
N 1.926 -0.045 -1.796
C 1.439 0.041 -3.151
C 2.589 -0.323 -4.134
N 3.817 -0.563 -3.305
C 4.148 0.671 -2.519
C 2.957 0.932 -1.554
H 3.411 -2.610 -3.009
H 4.507 -1.891 -1.815
H 2.633 -1.440 -0.433
H 1.548 -2.066 -1.664
H 1.067 1.052 -3.327
H 0.609 -0.655 -3.254
H 2.804 0.482 -4.838
H 2.383 -1.236 -4.692
H 4.593 -0.778 -3.922
H 4.299 1.484 -3.229
H 5.079 0.492 -1.980
H 2.531 1.926 -1.701
H 3.270 0.850 -0.515
C 3.192 1.969 2.078
Si 1.791 0.602 2.016
C 1.209 0.753 3.851
C 2.970 -0.956 2.081
H 3.921 1.723 2.858
H 2.755 2.939 2.330
H 3.752 2.102 1.146
H 2.006 1.045 4.544
H 0.807 -0.202 4.196
H 0.412 1.497 3.919
H 3.322 -1.119 3.105
H 3.863 -0.836 1.453
H 2.457 -1.871 1.779
*
```

**LUMO energy (spin up / spin down)**: 1.004 / 1.003 eV
**Relative energy (zero: lowest compared OMol25 entry of this formula, charge and spin)**: 26.5 kcal per mole
**Largest force on an atom**: 0.0493 Eh/bohr
**Frontier orbital gap (spin up / spin down)**: 0.155 / 0.157 Ha

Q: Which of these has the lowest largest force on an atom?
A: C39H82O22P